ORCA calculation (ωB97M-V/def2-TZVPD) on a molecular structure, C7H10 at a distorted geometry.

Positions of all 17 atoms, in Å:
C  1.316  -0.339  -0.821
C  -1.064  1.225  0.634
C  -0.196  0.050  1.029
C  1.215  0.047  0.608
C  0.031  -1.141  -0.876
C  1.593  0.457  1.765
C  -1.077  -0.906  -1.578
H  -2.144  1.032  0.557
H  -1.864  -1.653  -1.644
H  -1.246  0.030  -2.099
H  2.184  -0.930  -1.109
H  0.094  -2.061  -0.305
H  -0.760  1.713  -0.306
H  2.243  0.774  2.580
H  -0.696  -0.760  1.557
H  1.262  0.553  -1.450
H  -0.894  1.909  1.457

net charge	0
2S+1	1
DFT total energy	-272.5176	Ha
F_max	2.8	eV/Å

ORCA calculation (ωB97M-V/def2-TZVPD) on a molecular structure, C35H21Cl7IrN4O3 at a distorted geometry.

Positions of all 71 atoms, in Å:
Ir  0.155  -0.940  -0.141
Cl  -0.178  -3.558  4.049
Cl  -2.547  2.088  -1.165
Cl  -6.058  -2.800  0.035
Cl  -3.062  -3.167  -0.844
Cl  -5.355  2.532  0.138
Cl  3.755  0.213  3.799
Cl  -7.236  0.042  0.382
O  1.899  -1.451  0.744
O  0.730  -3.040  -0.127
O  -1.654  -0.676  -1.160
N  2.680  -2.451  3.314
N  1.345  -0.648  -1.788
N  -1.042  -0.605  1.502
N  0.394  0.972  -0.011
C  0.180  0.100  5.545
C  -4.757  0.948  -0.150
C  1.420  0.518  5.090
C  2.718  -6.014  4.273
C  -0.300  1.605  0.942
C  1.775  2.808  -0.454
C  -5.044  -1.440  -0.196
C  2.846  -4.454  1.968
C  -2.847  -0.504  -0.692
C  -3.054  -1.046  2.676
C  -1.328  0.741  1.556
C  2.708  1.005  -2.830
C  0.534  -2.033  4.491
C  2.413  -1.141  -3.846
C  2.705  -4.635  4.376
C  0.046  2.917  1.240
C  2.791  -6.622  3.029
C  -3.722  -1.611  -0.545
C  -3.431  0.252  2.532
C  -2.673  1.089  1.642
C  1.090  3.498  0.543
C  1.808  -2.695  0.436
C  1.589  -1.490  -2.788
C  -1.910  -1.476  1.977
C  2.986  0.118  -3.862
C  2.744  -3.850  3.231
C  2.965  -3.618  0.703
C  -0.257  -1.175  5.240
C  -3.352  0.784  -0.308
C  -5.577  -0.143  -0.009
C  2.862  -5.839  1.886
C  1.394  1.508  -0.726
C  1.827  -1.671  4.065
C  1.879  0.603  -1.803
C  2.215  -0.354  4.376
H  2.675  -6.617  5.170
H  3.281  -1.929  2.699
H  1.386  4.511  0.779
H  -3.622  -1.755  3.262
H  -2.896  2.150  1.690
H  2.936  -6.311  0.914
H  3.861  -2.993  0.732
H  -0.482  3.456  2.013
H  2.803  -7.700  2.947
H  1.118  -2.460  -2.710
H  3.115  2.006  -2.836
H  2.585  3.278  -0.992
H  -1.230  -1.521  5.560
H  3.057  -4.290  -0.151
H  2.646  -4.154  5.344
H  -1.655  -2.519  1.870
H  -4.320  0.645  3.007
H  -0.441  0.765  6.129
H  3.628  0.419  -4.677
H  1.790  1.512  5.300
H  2.588  -1.850  -4.641

net charge	+1
2S+1	1
DFT total energy	-5116.6407	Ha
F_max	3.3	eV/Å

ORCA calculation (ωB97M-V/def2-TZVPD) on a molecular structure, C9H3F5GdIN3O2S4Sb at a distorted geometry.

Positions of all 29 atoms, in Å:
Gd  -0.085  0.740  -0.190
I  -5.667  -0.892  -3.570
Sb  -0.024  2.582  -2.997
S  -0.843  1.244  -4.666
S  -1.580  2.704  -1.165
S  1.782  1.414  -1.949
S  0.594  4.692  -3.566
F  4.126  -3.102  2.211
F  1.991  -2.853  0.632
F  5.210  -0.947  3.431
F  4.120  1.525  3.069
F  1.951  1.806  1.468
O  -1.160  -0.599  1.623
O  -0.759  1.406  1.977
N  -3.091  -0.801  -0.291
N  -2.149  -0.660  -1.237
N  -1.030  0.306  2.482
C  4.132  -0.792  2.641
C  2.476  0.548  1.625
C  3.574  -1.888  2.009
C  -2.797  -0.673  -2.392
C  -4.180  -0.833  -2.169
C  2.470  -1.699  1.197
C  1.898  -0.489  0.975
C  3.579  0.458  2.453
C  -4.325  -0.897  -0.800
H  -5.195  -1.002  -0.172
H  -2.776  -0.824  0.669
H  -2.240  -0.473  -3.300

net charge	-2
2S+1	8
expectation value of S²	16.051
DFT total energy	-4055.2986	Ha
F_max	1.0	eV/Å

ORCA calculation (ωB97M-V/def2-TZVPD) on 2 unconnected molecules or ions with the total composition C2H6O2P at a distorted geometry.

Positions of all 11 atoms, in Å:
P  1.911  0.132  0.477
O  -0.713  0.889  -0.169
O  2.578  0.764  -0.631
C  -1.969  1.225  0.192
C  1.318  -1.589  -0.161
H  -1.861  1.565  1.227
H  2.191  -1.945  -0.673
H  -2.590  0.276  0.105
H  0.969  -2.004  0.729
H  0.445  -1.293  -0.599
H  -2.277  1.980  -0.496

net charge	-1
2S+1	1
DFT total energy	-571.5905	Ha
F_max	3.7	eV/Å

> What is the 2S+1 in the first record?

1

> F_max of number 4 (C2H6O2P)?

3.7 eV/Å

> net charge of number 2 (C35H21Cl7IrN4O3)?

+1